Entry 1:
{"formula": "C9H22ClO10S2V", "method": "the ωB97M-V functional and the def2-TZVPD basis", "orbital_gap_ha": [0.230, 0.248], "s_squared": 0.78, "multiplicity": 2, "largest_force_ev_per_a": 3.78, "total_charge": 1, "e_above_lowest_kj_mol": 167.63, "e_tot_ev": -90037.1084, "symbols": ["O", "V", "Cl", "O", "S", "O", "O", "C", "C", "C", "H", "H", "H", "H", "H", "H", "H", "H", "O", "S", "O", "O", "C", "C", "C", "H", "H", "H", "H", "H", "H", "H", "H", "C", "O", "C", "O", "O", "C", "H", "H", "H", "H", "H", "H"], "coordinates": [[-0.27293, -0.02028, 3.96747], [1.20077, 0.05565, 3.49994], [1.22356, -0.56668, 1.16928], [2.06253, 2.67222, -3.72984], [1.16406, 2.40803, -2.65840], [1.08412, 3.32805, -1.57566], [-0.31148, 2.24738, -3.23605], [-0.49683, 1.67172, -4.55134], [-1.87956, 2.06623, -5.03160], [1.39392, 0.76160, -2.02443], [-0.31761, 0.59441, -4.61493], [0.24765, 2.14936, -5.18887], [-2.69011, 2.00747, -4.30974], [-2.05847, 1.54627, -5.97197], [-1.82089, 3.12728, -5.28994], [0.61307, 0.51362, -1.31755], [2.36042, 0.76665, -1.51934], [1.48194, 0.07477, -2.86333], [-4.15245, -1.95586, -0.55385], [-3.61517, -0.71929, -0.98590], [-4.33903, 0.11297, -1.88958], [-3.26297, 0.15276, 0.31259], [-2.98270, 1.54666, 0.10434], [-1.57583, 1.91535, 0.50579], [-1.97503, -0.96858, -1.66456], [-3.68253, 2.15103, 0.68639], [-3.23246, 1.85939, -0.90954], [-1.43701, 1.95011, 1.58667], [-1.42477, 2.92663, 0.11277], [-0.77139, 1.36159, 0.02417], [-1.61475, -0.05363, -2.12757], [-2.08143, -1.76719, -2.39478], [-1.37064, -1.26592, -0.81003], [3.19798, -2.05213, 6.68772], [3.40567, -2.90951, 5.56290], [2.89402, -2.65462, 4.40449], [2.16408, -1.67709, 4.14553], [3.17656, -3.60889, 3.58014], [2.63735, -3.55417, 2.24852], [3.37904, -1.00722, 6.42846], [3.91448, -2.31746, 7.45552], [2.18051, -2.13703, 7.06470], [3.02504, -4.40461, 1.69389], [3.00417, -2.66864, 1.73815], [1.55512, -3.65842, 2.23938]], "forces_ev_per_angstrom": [[2.05, 0.36, -0.41], [-1.49, -2.93, -1.87], [0.06, 0.95, 2.55], [0.27, -0.29, -0.18], [-0.59, -0.27, -0.18], [-0.25, -0.12, 0.35], [0.03, -0.17, 0.48], [0.02, 0.58, -0.62], [0.58, 0.92, -0.40], [0.96, 0.34, -0.17], [-0.06, -0.03, 0.67], [-0.04, -0.16, -0.12], [0.06, -0.66, 0.03], [-0.40, -0.18, 0.18], [-0.10, -0.02, -0.01], [-0.15, 0.01, -0.14], [-0.03, 0.03, 0.07], [-0.29, -0.05, 0.00], [0.13, -0.28, 0.48], [0.60, 0.95, -0.48], [-0.24, 0.04, -0.25], [-0.28, -0.46, -0.10], [-0.16, 0.73, 0.05], [0.16, 0.81, -0.53], [-0.61, -0.24, 0.45], [-0.06, -0.42, 0.33], [0.36, -0.41, -0.20], [0.00, -0.20, 0.00], [0.03, 0.09, 0.30], [-0.24, -0.41, 0.11], [-0.09, 0.09, 0.05], [0.16, -0.02, -0.02], [0.22, -0.14, -0.20], [-0.26, 0.97, 0.24], [0.30, -0.02, 0.14], [-0.22, -0.86, 0.19], [-0.48, 1.85, -0.21], [-0.07, 0.12, -0.07], [0.14, -0.26, -0.94], [0.04, -0.08, -0.17], [0.01, -0.35, -0.13], [0.01, -0.23, -0.06], [0.23, -0.14, 0.42], [-0.30, 0.18, 0.12], [-0.03, 0.39, 0.25]]}



Entry 2:
{"formula": "C9H22FN6O8PS3", "method": "the ωB97M-V functional and the def2-TZVPD basis", "orbital_gap_ha": 0.350, "multiplicity": 1, "largest_force_ev_per_a": 1.07, "smiles": "C[C@H](COC(=O)CSN([PH2]=N)S(=O)(=O)F)OC(=O)CS.NC(N)=O.NC(N)=O", "e_tot_ev": -79522.2702, "symbols": ["C", "C", "C", "O", "C", "O", "C", "S", "N", "P", "N", "S", "O", "O", "F", "O", "C", "O", "C", "S", "H", "H", "H", "H", "H", "H", "H", "H", "H", "H", "H", "H", "H", "H", "N", "C", "N", "O", "H", "H", "H", "H", "N", "C", "N", "O", "H", "H", "H", "H"], "coordinates": [[1.57808, -1.43252, 0.69812], [0.94150, -0.35651, -0.15656], [0.94164, -0.75404, -1.61718], [0.19502, 0.13047, -2.50204], [-1.07057, -0.28282, -2.72964], [-1.35231, -1.01273, -3.62809], [-2.13194, 0.27600, -1.79312], [-3.01603, -1.17152, -1.18356], [-4.40052, -0.57442, -0.30489], [-4.09100, -0.50024, 1.40722], [-3.19153, 0.62499, 1.98052], [-5.16958, 0.72286, -0.97622], [-5.58552, 0.38220, -2.28364], [-4.46474, 1.93197, -0.74968], [-6.39424, 0.72268, -0.02776], [1.57421, 0.91227, 0.07284], [0.78798, 2.01856, -0.02359], [0.89725, 2.80013, -0.92021], [-0.15408, 2.19584, 1.15036], [-1.30128, 3.57141, 0.97709], [2.66120, -1.31650, 0.71772], [1.20200, -1.40427, 1.72085], [1.36630, -2.41289, 0.27356], [-0.10494, -0.29349, 0.16083], [0.50793, -1.75057, -1.71052], [1.95936, -0.81688, -2.00263], [-2.75961, 0.94168, -2.38249], [-1.66337, 0.83891, -0.99394], [-5.38142, -0.53845, 1.95598], [-3.57782, -1.78702, 1.61542], [-2.89710, 1.29098, 1.27342], [-0.69013, 1.26379, 1.31652], [0.44009, 2.38356, 2.04329], [-1.55651, 3.47884, -0.32878], [5.88076, 0.75161, -3.86062], [4.67148, 0.10933, -3.86860], [3.69236, 0.71389, -4.60748], [4.48116, -0.92679, -3.25657], [6.05847, 1.60500, -4.35353], [6.61691, 0.33310, -3.32493], [2.79216, 0.27191, -4.62775], [3.82651, 1.56832, -5.11233], [1.63771, -2.62990, 5.78306], [1.11193, -1.90288, 4.75233], [0.23269, -0.92107, 5.11171], [1.40706, -2.12005, 3.58723], [1.41093, -2.47137, 6.74569], [2.28545, -3.35735, 5.54649], [-0.17936, -0.37752, 4.37569], [-0.02454, -0.72848, 6.06039]], "forces_ev_per_angstrom": [[0.24, 0.18, -0.06], [-0.75, -0.24, 0.14], [0.37, -0.12, -0.40], [0.23, 0.10, 0.56], [0.09, -0.04, -0.11], [-0.11, -0.25, -0.25], [0.36, 0.38, 0.25], [-0.52, -0.40, -0.41], [0.38, 0.25, 0.57], [0.70, 0.54, 0.60], [-0.11, -0.42, -0.57], [0.24, -0.15, -0.94], [-0.18, -0.05, 0.17], [-0.07, 0.04, 0.29], [-0.24, 0.03, 0.10], [0.13, -0.29, -0.17], [-0.03, 0.42, -0.15], [0.10, -0.11, 0.09], [-0.07, -0.15, -0.37], [-0.21, 0.27, 0.38], [0.04, 0.05, -0.02], [0.18, 0.02, -0.28], [-0.08, -0.08, 0.06], [-0.10, 0.15, -0.01], [0.01, -0.09, 0.08], [0.03, 0.21, -0.07], [-0.17, -0.09, -0.02], [-0.05, 0.11, 0.12], [-0.10, -0.22, -0.18], [-0.29, -0.18, -0.17], [0.00, 0.44, 0.35], [-0.03, -0.09, 0.16], [0.08, 0.00, 0.01], [0.14, -0.16, -0.17], [-0.01, -0.05, -0.02], [-0.06, 0.13, -0.03], [0.04, -0.08, -0.01], [-0.05, -0.05, 0.06], [-0.03, 0.01, 0.00], [0.00, -0.01, 0.02], [-0.02, 0.02, 0.03], [0.01, 0.03, 0.03], [0.00, 0.01, -0.02], [-0.01, -0.03, 0.01], [0.02, 0.01, -0.04], [-0.05, -0.06, 0.39], [-0.01, 0.02, 0.00], [0.01, 0.00, -0.02], [-0.03, -0.01, 0.01], [0.00, -0.01, 0.01]]}



Entry 3:
{"formula": "C9H22FeN4O7", "method": "the ωB97M-V functional and the def2-TZVPD basis", "orbital_gap_ha": [0.235, 0.249], "s_squared": 6.11, "multiplicity": 5, "largest_force_ev_per_a": 3.45, "e_above_lowest_kj_mol": 0.00, "e_tot_ev": -64360.4002, "symbols": ["O", "H", "Fe", "N", "N", "N", "N", "O", "O", "O", "O", "C", "C", "C", "C", "C", "H", "H", "H", "C", "H", "H", "H", "C", "C", "H", "H", "H", "H", "H", "H", "H", "H", "C", "H", "H", "H", "O", "H", "H", "O", "H", "H"], "coordinates": [[2.04528, -2.70941, -0.46364], [2.78130, -3.29964, -0.23829], [0.20476, 0.00897, 0.32464], [0.02948, -0.67865, -1.46172], [1.47292, 1.17444, -0.56017], [-1.59072, -0.46350, 0.76481], [-0.28656, 1.48950, 1.52462], [-0.92614, -1.33373, -2.01316], [-2.34759, -1.35504, 0.09572], [0.35078, 2.66537, 1.68266], [1.99746, 2.30531, -0.16324], [1.93896, 0.65325, -1.73340], [1.12598, -0.38414, -2.23817], [-2.19194, 0.23178, 1.76570], [-1.44949, 1.36855, 2.19830], [1.36116, -1.23278, -3.42732], [1.46411, -2.28075, -3.11524], [2.27990, -0.93031, -3.94560], [0.51100, -1.13954, -4.11212], [3.24784, 1.10745, -2.27106], [4.04903, 0.92082, -1.54220], [3.24575, 2.17789, -2.50614], [3.48349, 0.55224, -3.18460], [-3.53096, -0.13177, 2.28393], [-1.87449, 2.34535, 3.24004], [-3.81978, -1.13688, 1.96727], [-4.28596, 0.57998, 1.92037], [-3.54138, -0.08297, 3.38039], [-1.29436, 3.27316, 3.20511], [-1.74152, 1.90412, 4.23783], [-2.93855, 2.60045, 3.14385], [-1.79832, -1.48079, -0.79867], [1.12917, 2.58370, 0.93563], [1.35997, -1.10226, 1.21306], [1.93153, -2.04405, 0.38007], [0.89691, -1.77432, 1.95043], [2.26969, -0.61783, 1.60126], [-0.39181, -3.67034, -0.49573], [0.60102, -3.51425, -0.37133], [-0.70655, -3.87034, 0.41035], [-1.43532, 2.14546, -1.29950], [-2.40352, 2.08962, -1.25715], [-1.22254, 3.05589, -1.02759]], "forces_ev_per_angstrom": [[1.16, -0.76, -0.09], [-0.12, 0.15, -0.13], [-1.86, 1.94, -1.05], [-0.17, -0.15, -0.46], [0.78, 0.85, -1.07], [-1.64, 1.61, 1.90], [-2.51, 0.35, 1.89], [1.25, 0.59, 0.77], [0.54, -0.20, -0.48], [1.07, -0.50, -0.67], [-0.49, -1.58, -0.12], [-0.51, -0.78, 0.50], [0.42, 0.22, 0.53], [0.93, -2.38, -2.21], [3.19, 0.66, -1.13], [0.35, 0.26, -0.55], [-0.16, 0.26, -0.02], [-0.33, -0.12, 0.09], [0.17, -0.17, 0.06], [0.13, 0.03, -0.59], [-0.28, 0.10, -0.08], [-0.02, -0.19, 0.12], [0.02, 0.19, 0.20], [-0.43, 0.06, 0.15], [-0.41, 0.19, 0.20], [0.11, 0.23, 0.00], [0.07, -0.18, 0.07], [0.02, 0.02, -0.22], [-0.07, -0.37, -0.14], [-0.02, 0.05, -0.18], [0.21, -0.10, 0.00], [-0.72, -0.27, 0.81], [-0.56, 0.37, 0.86], [0.34, 0.40, 2.27], [-0.09, -0.58, -1.34], [0.21, 0.07, -0.03], [-0.19, -0.11, 0.16], [0.72, -0.35, 1.24], [-1.30, 0.06, -0.41], [0.15, 0.15, -0.85], [-0.29, 0.46, 0.14], [0.41, 0.02, -0.04], [-0.10, -0.50, -0.11]]}